# 1
60
Properties=species:S:1:pos:R:3:forces:R:3 method="wB97M-V/def2-TZVPD" relative_energy_ev=0.547 homo_energy_ev="-9.9 / -11.3" s_squared=6.1227 e_tot_ha=-4602.4106 homo_lumo_gap_ev="6.27 / 6.94" spin_multiplicity=5 charge=+1
C -0.490840 -0.590148 -0.727027 0.011 0.121 -0.081
C 0.473220 -1.256443 -1.522147 0.050 -0.034 0.031
H 4.042317 -6.404700 -1.310110 -0.002 -0.002 0.008
H -1.694015 2.441722 3.388212 0.011 -0.029 0.039
H 2.934601 -1.252761 0.830542 0.009 0.006 -0.006
N 1.732654 2.364297 -0.517366 0.061 -0.001 -0.025
N -0.785851 2.259615 2.966531 0.150 -0.136 -0.065
H 2.552937 2.969398 -0.436728 -0.033 0.008 -0.018
H 2.015796 1.402059 -0.280066 0.004 0.058 0.013
C 1.979318 -1.061916 0.362327 -0.024 -0.008 0.058
C 0.075880 -1.643551 -2.864833 0.082 0.090 -0.019
H -2.697308 2.713846 -0.250329 0.027 -0.028 -0.005
H -0.298338 1.660600 3.625526 0.036 0.037 0.006
H -3.007222 -0.130112 -2.956567 -0.015 -0.013 0.005
H -0.561916 3.596247 -1.262803 -0.027 -0.018 0.004
C 3.064526 -4.794618 -2.325940 -0.036 -0.016 -0.004
H 1.722197 4.142178 1.661759 0.026 -0.011 0.005
C 3.099941 -5.979734 -1.625660 0.012 -0.020 0.005
Rh -1.880048 0.574990 1.493235 0.301 0.432 0.307
H -0.507114 5.486980 1.983255 -0.010 0.007 0.016
C 0.940290 -0.507748 1.114056 -0.022 -0.085 0.005
S -3.179608 -0.382807 3.348793 0.049 -0.148 -0.133
H 2.526379 -1.893494 -1.533659 0.013 -0.024 0.006
C -0.240290 3.897316 -0.260793 -0.003 0.029 0.032
H -3.082137 3.036406 1.298126 -0.017 0.048 -0.028
O -3.453109 -1.349972 2.298673 -0.169 -0.102 0.175
C 1.739106 -1.441884 -0.948131 -0.066 -0.054 -0.021
H 0.323387 3.944498 3.601702 0.016 -0.012 -0.015
O -1.604314 -0.231807 3.305194 -0.129 -0.081 -0.097
H -0.017704 1.933972 0.499298 0.027 0.021 -0.057
C 1.834701 -4.241137 -2.726117 0.152 0.024 -0.149
C -1.469237 4.137599 0.632431 0.080 0.013 -0.083
C -1.016171 4.522234 2.040010 0.022 -0.026 -0.017
H 1.437854 2.364471 -1.496702 -0.007 -0.039 0.020
C -2.057192 -0.457410 -2.556470 0.050 0.018 -0.049
Br 1.952841 -8.242970 -0.350571 -0.003 0.015 -0.026
H 1.044489 -0.277611 2.167683 0.014 0.010 0.002
H 0.319920 4.832539 -0.352193 0.008 -0.002 -0.027
H -2.024353 4.978114 0.204784 -0.007 0.001 0.036
H 3.977247 -4.270261 -2.577100 -0.001 0.008 -0.001
C -0.068060 3.505647 2.679010 -0.068 0.075 -0.014
N -0.234623 -0.249945 0.569754 -0.137 0.032 -0.014
H 1.761403 2.451809 2.180649 -0.015 -0.020 0.005
H -1.415655 -1.393332 -4.368413 -0.015 -0.024 0.008
O -3.678360 -0.582722 4.656985 -0.005 0.134 0.023
N -2.297828 2.926521 0.659139 -0.169 -0.041 0.106
O -3.482367 1.007956 2.738389 0.036 -0.037 -0.163
C 1.907558 -6.635347 -1.331425 0.001 -0.012 0.006
C -1.166130 -1.155043 -3.343111 -0.087 0.001 0.009
N 0.753771 -2.449311 -3.675499 0.143 -0.137 -0.012
H -0.304020 -4.546603 -2.801555 -0.001 0.026 0.005
C 0.685290 -6.125072 -1.755022 -0.001 -0.035 0.001
C 0.599569 2.815539 0.386052 -0.058 -0.004 0.017
C -1.761276 -0.180298 -1.217448 0.154 0.025 -0.003
N 1.886060 -3.014199 -3.343562 -0.262 0.130 0.136
O -2.564698 0.478627 -0.415066 -0.110 -0.164 -0.014
C 1.124057 3.228958 1.748130 -0.037 -0.015 0.014
H -0.225921 -6.665696 -1.540780 -0.005 0.003 0.006
C 0.642675 -4.936126 -2.453861 0.009 0.020 0.042
H -1.884279 4.670639 2.686809 -0.013 -0.013 -0.004

=====

# 2
83
Properties=species:S:1:pos:R:3:forces:R:3 method="wB97M-V/def2-TZVPD" homo_energy_ev=-12.2 e_tot_ha=-16281.6733 homo_lumo_gap_ev=7.97 charge=+1
Cl -10.960910 -1.397210 2.166648 0.079 -0.012 0.006
H -4.503082 -2.941131 -0.012590 0.138 -0.034 -0.032
H 0.620066 1.386496 0.566236 -0.360 0.002 0.071
H -0.516216 7.438783 -1.229208 -0.032 -0.030 0.006
C -1.097487 -5.366440 0.731505 0.118 -0.307 0.084
H -2.260226 3.075231 1.328080 -0.114 0.502 0.021
Cl 3.065112 -2.933356 -1.524737 -0.070 -0.056 -0.043
Cl 4.478524 -0.389087 -4.939589 0.012 0.014 -0.012
Cl 9.170317 4.007240 -3.227696 0.024 0.006 -0.018
H 3.296795 -5.198369 -0.998060 -0.003 -0.010 0.031
C -2.820471 -0.248783 0.753123 -0.083 0.613 0.368
C -3.785875 1.983874 1.558342 0.349 0.187 0.274
C 0.727525 0.415651 0.077628 0.931 0.155 -0.004
N -4.324206 -1.995361 0.305731 0.011 -0.062 -0.231
Cl -0.561289 3.192578 -2.599144 -0.061 -0.018 0.016
H -6.047898 0.701477 1.276777 0.171 -0.383 -0.020
Cl 6.308661 2.500580 -0.698453 0.019 0.030 -0.024
Cl -8.124832 -1.514218 1.540911 -1.011 -0.085 0.597
Cl -2.641496 -0.048322 4.495044 0.063 -0.077 -0.126
H -4.503613 1.082662 5.357118 0.024 0.004 -0.051
C 2.055580 -0.170229 0.609296 -0.723 0.053 0.529
C -3.923261 0.558496 1.095020 0.057 -0.310 -0.710
H 8.814729 -7.903966 0.876702 0.000 -0.008 -0.002
Cl 3.869676 1.655557 -2.025525 -0.079 0.055 0.019
H 1.413766 -2.120976 1.192170 -0.006 -0.205 0.215
C 5.053325 0.942388 -5.949698 0.096 -0.105 -0.011
H -6.848317 3.899386 0.163423 0.013 -0.033 0.013
H -1.240696 0.685653 1.875009 -0.167 0.003 0.082
Cl -4.371275 -0.837596 6.688137 -0.006 0.010 -0.057
Cl 4.040230 -4.120351 0.944864 -0.039 -0.009 -0.009
C 8.604793 -7.226068 0.060429 0.011 0.040 -0.033
H 1.074301 -0.895490 2.422143 -0.112 0.037 -0.008
H 2.721772 -1.445317 2.208939 0.025 -0.232 -0.062
H 11.181834 4.246388 -2.054888 0.000 0.007 -0.009
C -1.456643 0.394781 0.835912 0.303 -0.543 -0.208
C 0.258047 6.843168 -0.764652 0.174 0.067 -0.015
O -4.303950 2.301453 2.574483 -0.611 0.105 0.855
C -3.057227 -1.550223 0.356712 0.611 1.172 -0.010
Cl -2.421336 1.044764 -2.059516 -0.197 -0.053 -0.410
Cl 10.317635 2.232002 -1.236528 0.020 0.016 -0.017
H -1.070510 -5.832072 -0.244999 -0.111 0.046 -0.028
H 2.596205 0.641065 1.095700 0.137 0.142 -0.244
Cl 0.385222 -4.469158 0.962026 0.063 -0.021 -0.014
O -0.418787 -0.411730 0.345404 -0.238 0.064 -0.009
C -2.215565 2.633688 -2.819542 0.132 0.057 -0.170
H -2.230663 -2.200373 0.083801 -0.472 0.482 -0.108
Cl 5.937618 2.127302 -4.981574 0.006 0.063 -0.075
H -2.880086 3.330697 -2.325426 0.000 -0.033 0.055
C -5.386669 -1.247920 0.613461 -0.683 0.191 -0.076
Cl 8.179329 -8.186625 -1.357576 -0.007 -0.013 0.023
Cl 9.570295 4.940634 -0.506567 0.017 -0.001 -0.019
C 3.896171 -4.318199 -0.806274 0.121 0.006 -0.047
Cl -9.978578 -3.336480 0.246425 0.058 -0.005 0.023
Cl -8.423430 4.669781 1.705859 0.043 -0.038 -0.003
Cl 5.478618 -4.556342 -1.530551 -0.266 0.205 -0.226
C -5.213870 0.051946 1.030195 0.434 0.096 0.059
C 10.191253 3.901860 -1.790641 -0.120 -0.064 0.051
O -3.063172 2.874900 0.825277 0.249 -0.793 -0.477
C 5.531997 1.214372 -1.613106 0.017 -0.026 0.152
H -9.477489 -3.167003 2.525117 0.086 0.029 0.011
Cl 1.220769 7.895611 0.263231 -0.034 -0.018 -0.010
H 6.080716 1.074429 -2.534586 -0.039 -0.020 -0.027
Cl 7.257189 -6.187831 0.533346 0.217 -0.189 0.222
C -7.878967 3.651946 0.381543 -0.111 0.158 0.009
H 0.789491 0.621214 -0.992470 -0.152 -0.123 -0.085
H -1.508126 1.284003 0.218941 -0.079 0.266 0.135
C -9.632687 -2.454194 1.726020 -0.325 0.051 -0.077
H 4.192575 1.434978 -6.381487 -0.008 0.016 0.023
Cl 5.562131 -0.305753 -0.717941 0.057 -0.024 -0.013
H -6.400088 -1.674772 0.527869 1.381 -0.051 -0.339
C 1.795314 -1.232366 1.678919 0.395 0.219 -0.294
Cl 10.051807 -6.267502 -0.245547 -0.006 -0.015 0.024
Cl -2.644313 2.570864 -4.523952 -0.020 -0.009 0.062
Cl -2.486229 -4.241523 0.762583 0.198 -1.318 0.332
Cl -1.289980 -6.621871 1.942284 -0.053 0.069 -0.050
Cl 6.060000 0.338692 -7.261649 -0.032 0.021 0.002
Cl -0.531033 5.584361 0.201945 -0.055 -0.005 0.008
Cl 1.247037 6.134448 -2.041512 -0.022 0.023 0.051
C -3.690771 0.524579 5.803642 -0.051 0.066 0.163
Cl -8.833796 3.928975 -1.068226 0.046 -0.037 0.001
Cl -7.945876 1.937181 0.847930 -0.315 0.180 -0.060
Cl -2.805957 1.598130 6.878737 -0.013 -0.009 -0.053
H 2.680524 -0.540051 -0.196730 -0.021 -0.145 0.033

=====

# 3
60
Properties=species:S:1:pos:R:3:forces:R:3 method="wB97M-V/def2-TZVPD" homo_energy_ev=-6.3 e_tot_ha=-3921.1323 homo_lumo_gap_ev=6.74
C 4.234558 -2.882290 0.876486 -0.113 0.077 -0.068
C -0.973977 0.588306 -6.355496 -0.040 0.021 0.063
C -0.175069 0.460921 4.448004 -0.044 0.012 -0.070
H -0.985948 1.960687 3.026185 0.055 -0.113 0.052
C -1.850725 -2.383306 -0.610788 0.083 0.028 0.109
H 5.224758 -2.886158 0.431885 0.030 0.029 -0.034
H 2.936396 0.989915 -1.297309 0.002 -0.098 0.036
N -2.108532 3.983260 -0.768955 0.084 0.061 -0.182
H -3.077052 5.701666 -1.402021 0.020 -0.020 -0.005
O 1.413127 -1.648917 -2.865064 -0.094 0.096 -0.023
H -0.364528 1.799638 -2.334849 0.251 -0.151 0.045
H 0.861460 -5.287785 0.751149 0.017 0.022 -0.041
H -2.934362 4.475435 -2.662712 -0.012 -0.009 0.005
H 0.769004 -1.305035 6.132555 -0.022 0.044 0.036
Cu -0.135383 0.173640 -0.201136 -0.038 0.211 0.165
P 1.179497 -2.267164 1.902244 -0.017 0.102 -0.150
C 1.137830 -1.049290 -5.600381 0.025 -0.038 -0.085
C 2.238191 -1.347041 0.733156 0.141 0.037 0.018
O -1.279796 2.028024 -0.021812 0.147 0.082 -0.326
H -1.351690 0.769666 -4.242974 -0.019 0.007 -0.031
C 0.946772 -1.689156 5.133240 -0.031 0.056 -0.117
C -0.495013 1.022072 3.239199 0.069 -0.090 -0.039
C 0.466070 -0.847485 2.798791 -0.024 0.024 0.033
C 0.636974 -0.731587 -3.147345 -0.023 -0.117 0.279
N 0.435861 -0.732021 4.163817 0.073 -0.140 0.003
H -2.670949 3.976038 0.060781 0.000 -0.063 0.087
H 3.726789 -3.805101 0.602095 -0.021 -0.003 -0.044
Cl -0.436874 0.348342 -8.998499 -0.003 -0.014 0.011
N 1.899018 -0.237602 0.109989 0.391 0.012 -0.174
C -1.710025 -3.725989 -0.398075 0.049 0.063 -0.056
H 0.445306 -2.649394 5.031272 -0.048 -0.012 -0.007
H -1.521153 5.435411 -2.176716 -0.002 -0.002 0.016
H 4.953716 -0.862984 -0.944900 -0.086 -0.026 0.070
H 2.015553 -1.842101 5.000694 0.047 0.030 -0.010
H 1.536590 -1.237823 -7.714717 -0.024 0.017 0.057
C 3.975773 -0.788296 -0.495885 -0.071 -0.003 -0.052
H -0.778044 -5.932417 0.623238 -0.036 -0.016 -0.033
N 3.505177 -1.723233 0.385814 0.005 -0.107 0.191
C -1.338151 2.862936 -0.935003 -0.215 0.078 0.188
C -0.144595 0.021213 -7.310248 -0.038 0.015 0.084
H -0.258837 -5.130995 2.110898 -0.024 0.017 0.040
C 0.338058 -0.472554 -4.622699 -0.012 0.068 0.104
C 2.968429 0.118777 -0.661644 -0.095 -0.005 0.092
C -0.222657 -2.610735 0.781459 -0.077 -0.070 0.038
H 1.943720 -1.700329 -5.284259 -0.025 0.043 0.001
H -2.235234 -4.576771 -0.803896 0.068 0.069 0.070
C -2.421669 4.936213 -1.812355 0.059 -0.032 0.038
H 4.333809 -2.846304 1.959010 0.012 0.027 0.050
N -0.644651 2.758206 -2.098913 -0.224 -0.173 0.056
N -0.089036 0.198533 2.229476 -0.132 0.229 0.282
N -0.669040 -3.865407 0.481697 -0.008 -0.099 0.159
H -0.926053 3.324190 -2.880070 -0.007 0.095 0.023
H -0.332017 0.794246 5.462403 0.042 -0.056 -0.084
C 0.908994 -0.801124 -6.947254 0.041 -0.030 -0.001
H -1.804410 1.212556 -6.663228 0.056 -0.030 0.006
N -0.924255 -1.704522 0.132750 -0.231 -0.366 -0.260
H -2.546842 -1.864387 -1.251663 0.086 -0.063 0.044
C -0.178460 -5.122362 1.026220 0.020 0.116 -0.060
C -0.721782 0.340899 -5.011770 0.087 -0.040 -0.080
O 0.036480 0.041675 -2.327168 -0.102 0.198 -0.518